{
  "formula": "C14H20Cl3NO3S",
  "method": "ωB97M-V with the def2-TZVPD basis set",
  "total_charge": 0,
  "multiplicity": 1,
  "orbital_gap_ev": 9.724,
  "smiles": "C[C@H](NS(=O)(=O)OCC(Cl)(Cl)Cl)c1ccc(C(C)(C)C)cc1",
  "max_force_ev_per_a": 1.37,
  "elements": ["Cl", "Cl", "Cl", "S", "O", "O", "O", "N", "C", "C", "C", "C", "C", "C", "C", "C", "C", "C", "C", "C", "C", "C", "H", "H", "H", "H", "H", "H", "H", "H", "H", "H", "H", "H", "H", "H", "H", "H", "H", "H", "H", "H"],
  "xyz": [[-2.870, -3.280, 0.043], [-4.734, -1.616, -1.387], [-4.258, -1.139, 1.424], [-2.765, 1.554, 0.760], [-1.971, 0.878, 1.725], [-2.812, 0.613, -0.580], [-4.086, 1.949, 1.105], [-2.028, 2.910, 0.208], [2.259, -1.849, 0.368], [-0.205, 4.181, -0.786], [-0.071, 1.690, -0.531], [-2.365, -0.707, -0.463], [1.414, -2.645, 1.373], [3.608, -1.475, 0.998], [2.532, -2.741, -0.845], [1.237, 0.369, 0.990], [0.480, 1.493, 0.728], [0.991, -0.346, -1.265], [-0.976, 2.860, -0.806], [1.493, -0.587, 0.008], [0.217, 0.771, -1.528], [-3.517, -1.643, -0.106], [-0.867, 5.012, -1.014], [0.285, 2.206, 1.513], [1.605, -3.091, -1.293], [-2.736, 3.598, 0.006], [0.466, -2.936, 0.924], [-0.179, 0.921, -2.523], [-1.431, 2.722, -1.799], [3.118, -2.214, -1.594], [1.202, -2.058, 2.262], [4.177, -2.375, 1.219], [1.620, 0.233, 1.989], [-1.602, -0.762, 0.323], [3.478, -0.923, 1.924], [3.098, -3.615, -0.529], [0.590, 4.148, -1.527], [0.233, 4.340, 0.195], [1.943, -3.547, 1.674], [4.187, -0.860, 0.312], [1.181, -1.036, -2.070], [-1.938, -1.001, -1.426]],
  "atomic_forces_ev_per_a": [[0.166, -0.101, 0.021], [-0.132, 0.030, -0.115], [-0.110, -0.455, -0.139], [-0.348, 0.080, -0.163], [0.206, 0.032, 0.041], [-0.320, 1.225, 0.510], [-0.142, 0.219, -0.266], [-0.274, -0.282, 0.082], [0.097, -0.175, 0.042], [-0.257, -0.235, -0.001], [0.290, -0.101, -0.277], [0.519, -0.590, 0.270], [0.138, 0.066, -0.112], [-0.170, -0.041, -0.084], [-0.062, 0.181, 0.194], [0.025, 0.098, -0.022], [0.228, 0.005, -0.162], [0.077, -0.038, -0.015], [0.461, -0.023, -0.315], [-0.009, 0.012, -0.089], [0.012, 0.183, 0.082], [-0.146, 0.083, 0.125], [-0.047, 0.161, -0.032], [-0.042, 0.051, 0.140], [-0.089, -0.046, -0.118], [-0.216, 0.132, 0.069], [-0.121, -0.039, -0.022], [-0.094, 0.007, -0.099], [0.112, -0.022, 0.185], [0.053, 0.023, -0.144], [-0.038, 0.048, 0.132], [0.071, -0.102, 0.047], [0.048, -0.049, 0.136], [-0.103, -0.223, -0.227], [0.020, 0.081, 0.121], [0.047, -0.082, 0.031], [0.036, 0.024, -0.067], [0.070, 0.030, 0.108], [0.055, -0.130, 0.059], [0.097, 0.066, -0.048], [0.040, -0.120, -0.072], [-0.148, 0.016, 0.191]],
  "mulliken_charge": [-0.158, -0.153, -0.108, 0.996, -0.463, -0.310, -0.653, -0.334, 2.135, -1.516, 0.850, -1.073, -1.596, -1.704, -2.126, -0.469, -0.931, -0.276, 0.007, 0.780, -1.433, 0.772, 0.448, 0.307, 0.411, 0.306, 0.273, 0.326, 0.433, 0.437, 0.332, 0.481, 0.310, 0.411, 0.315, 0.439, 0.376, 0.313, 0.496, 0.384, 0.444, 0.522]
}

{
  "formula": "C37H41Cr2N7O2",
  "method": "ωB97M-V with the def2-TZVPD basis set",
  "total_charge": 2,
  "multiplicity": 9,
  "orbital_gap_ev": [4.640, 5.288],
  "relative_energy_kj_mol": 476.1,
  "s_squared": 20.051,
  "max_force_ev_per_a": 3.71,
  "elements": ["Cr", "Cr", "O", "O", "N", "N", "N", "N", "N", "N", "N", "C", "C", "C", "C", "C", "C", "C", "C", "C", "C", "C", "C", "C", "C", "C", "C", "C", "C", "C", "C", "C", "C", "C", "C", "C", "C", "C", "C", "C", "C", "C", "C", "C", "C", "C", "C", "C", "H", "H", "H", "H", "H", "H", "H", "H", "H", "H", "H", "H", "H", "H", "H", "H", "H", "H", "H", "H", "H", "H", "H", "H", "H", "H", "H", "H", "H", "H", "H", "H", "H", "H", "H", "H", "H", "H", "H", "H", "H"],
  "xyz": [[2.978, 3.185, -0.036], [1.215, 3.738, 2.602], [1.170, 2.370, 0.982], [3.395, 3.714, 2.057], [-3.342, -3.380, -1.356], [2.208, -4.811, 1.748], [-4.133, 3.442, -1.677], [2.062, -1.319, -3.157], [-4.430, -0.510, 5.121], [3.860, 1.073, 0.257], [2.488, 2.675, -2.133], [1.160, -2.523, 2.764], [1.182, -4.220, 1.142], [3.252, 1.978, -3.011], [4.515, 4.336, 2.631], [0.692, 2.593, -3.749], [-0.130, -1.808, -4.012], [4.524, -1.632, 0.889], [4.923, -0.558, 1.682], [2.333, -3.033, 3.305], [4.564, 0.735, 1.338], [2.825, 1.585, -4.255], [-3.180, -1.004, 0.047], [-2.181, -2.718, -1.244], [-4.112, 0.612, 4.465], [3.397, 0.017, -0.464], [2.791, -4.243, 2.809], [1.810, -2.433, -5.244], [-3.023, 0.742, 3.620], [-5.453, 3.382, -1.794], [2.587, -1.880, -4.260], [-4.366, -1.668, -0.047], [-2.006, -1.600, -0.460], [1.520, 1.867, -4.609], [-4.410, 2.662, 0.596], [-2.224, -0.388, 3.382], [-5.806, 2.676, 0.471], [-3.656, 3.106, -0.469], [-3.595, -1.543, 4.979], [-4.408, -2.900, -0.733], [0.732, -1.194, -3.109], [-2.522, -1.527, 4.092], [-6.320, 2.974, -0.781], [0.312, 1.299, 0.650], [0.435, -2.469, -5.089], [3.726, -1.286, -0.228], [0.603, -3.023, 1.597], [1.233, 2.959, -2.537], [-7.397, 2.933, -0.871], [2.823, -2.587, 4.161], [-2.586, 3.175, -0.289], [-1.329, -3.138, -1.767], [-1.371, -0.263, 2.728], [3.433, 1.019, -4.944], [0.476, 0.913, -0.358], [-0.255, -2.554, 1.142], [4.548, 4.293, 3.724], [3.660, -1.934, -4.399], [5.647, -0.764, 2.459], [-5.320, -3.469, -0.844], [-1.056, -1.118, -0.269], [0.540, 3.355, -1.800], [-5.825, 3.666, -2.772], [-6.417, 2.297, 1.278], [-3.883, -2.411, 5.556], [2.297, -2.963, -6.053], [4.929, 1.520, 1.990], [0.363, -0.601, -2.280], [-1.202, -1.749, -3.887], [1.084, 1.527, -5.540], [3.626, -4.788, 3.230], [2.737, 0.232, -1.294], [3.324, -2.090, -0.828], [0.367, 0.505, 1.398], [-3.077, -0.060, 0.567], [-1.943, -2.443, 4.073], [-0.338, 2.718, -4.048], [-0.162, -3.037, -5.791], [0.697, -4.772, 0.346], [-2.769, 1.678, 3.138], [5.448, 3.880, 2.286], [-5.241, -1.235, 0.420], [4.606, 5.403, 2.402], [-3.908, 2.326, 1.494], [-4.783, 1.450, 4.607], [0.748, -1.642, 3.247], [4.241, 1.764, -2.627], [-0.749, 1.578, 0.625], [4.826, -2.661, 1.014]],
  "atomic_forces_ev_per_a": [[0.337, -1.924, 0.551], [2.251, -1.968, -2.204], [0.481, 2.447, 1.371], [-3.113, -0.309, -1.062], [0.209, 0.110, -0.175], [0.070, -0.307, -0.194], [0.292, 0.079, 0.977], [0.300, 0.620, -0.603], [0.574, 0.261, -0.131], [-0.708, -0.379, 0.111], [-0.450, 0.001, -0.081], [0.381, 1.292, -0.058], [-0.465, 0.335, 0.477], [0.691, 0.696, 0.937], [0.974, 0.927, 0.453], [0.955, -0.907, -0.495], [0.095, 0.372, -0.102], [-0.601, 1.476, -1.209], [0.474, -1.188, -0.489], [-0.205, -0.737, 0.337], [0.730, 0.252, 0.550], [-0.408, -0.102, -0.257], [1.565, -0.174, 0.326], [0.305, -0.529, 0.341], [-0.318, 0.069, 0.031], [-0.139, 0.835, -0.427], [-0.419, 0.283, -0.919], [-0.149, -0.758, -0.301], [0.493, -0.818, -0.189], [-0.333, -0.139, -0.471], [-0.235, 0.084, 0.538], [-0.761, -0.464, -0.145], [-1.366, 0.807, -0.111], [-0.654, 0.478, -0.059], [-0.648, 0.383, -0.028], [-0.387, 1.130, 0.547], [1.020, -0.949, -0.437], [0.230, -0.217, -0.035], [-0.891, 0.744, -0.389], [0.439, 0.838, 0.006], [0.357, -0.502, 0.011], [0.294, -1.026, 0.556], [-0.165, 0.376, 0.860], [-1.196, -0.118, 0.281], [-0.053, -0.138, -0.054], [0.316, -1.248, 1.303], [0.749, -0.794, 0.702], [-0.956, -0.127, 0.577], [0.034, 0.129, -0.541], [-0.170, 0.076, 0.069], [0.167, 0.013, -0.466], [-0.048, -0.207, -0.015], [0.054, -0.468, -0.076], [0.295, 0.012, 0.249], [0.580, -0.003, 0.090], [-0.090, -0.251, -0.039], [-0.332, -0.344, -0.023], [0.103, 0.144, 0.511], [-0.269, 0.383, 0.375], [-0.079, -0.004, 0.153], [0.156, -0.113, -0.350], [0.318, 0.414, 0.123], [-0.198, -0.085, 0.046], [-0.195, 0.231, -0.009], [0.331, -0.195, -0.059], [-0.096, 0.167, -0.145], [-0.098, 0.240, -0.223], [-0.230, -0.158, 0.128], [-0.007, -0.007, 0.056], [0.275, -0.091, -0.101], [0.079, 0.091, 0.096], [0.132, 0.009, -0.079], [-0.061, 0.263, -0.325], [0.407, -0.187, -0.184], [-0.308, -0.003, 0.080], [0.213, 0.146, -0.412], [-0.079, 0.414, 0.408], [-0.139, 0.175, -0.025], [0.270, 0.005, -0.274], [-0.233, 0.083, 0.056], [-0.171, -0.208, -0.125], [-0.162, -0.166, -0.149], [-0.250, -0.050, -0.242], [-0.178, 0.151, 0.068], [-0.032, 0.034, 0.095], [-0.142, 0.042, -0.126], [0.100, -0.148, -0.290], [0.049, 0.370, 0.100], [0.039, 0.029, 0.362]],
  "mulliken_charge": [0.426, 1.201, -0.268, -0.035, -0.563, -0.531, -0.540, 0.022, -0.549, 0.559, 0.215, -0.113, -0.452, -0.228, -0.940, -0.849, -1.037, -0.483, -0.811, -0.581, -0.293, -0.783, -0.259, -0.751, -0.499, 0.173, -0.556, -0.617, -0.467, -0.311, -0.497, -0.551, 0.392, 0.027, 0.348, 0.882, -0.582, -0.190, -0.462, -0.497, 0.050, -0.410, -0.324, -0.053, -0.400, -0.954, 0.312, -0.152, 0.395, 0.500, 0.259, 0.624, -0.019, 0.486, -0.360, 0.210, 0.305, 0.476, 0.469, 0.387, 0.361, 0.290, 0.385, 0.435, 0.387, 0.460, 0.182, 0.457, 0.607, 0.426, 0.422, 0.333, 0.507, 0.064, 0.465, 0.399, 0.478, 0.443, 0.430, 0.441, 0.275, 0.457, 0.315, 0.089, 0.395, 0.335, 0.441, 0.427, 0.543]
}

{
  "formula": "C4H9NOS",
  "method": "ωB97M-V with the def2-TZVPD basis set",
  "total_charge": 0,
  "multiplicity": 1,
  "orbital_gap_ev": 9.831,
  "smiles": "N[C@H](C=O)CCS",
  "relative_energy_kj_mol": 199.8,
  "max_force_ev_per_a": 5.92,
  "elements": ["S", "O", "N", "C", "C", "C", "C", "H", "H", "H", "H", "H", "H", "H", "H", "H"],
  "xyz": [[-2.756, -0.013, 0.687], [3.186, 0.472, 0.591], [0.955, 1.417, -0.614], [0.649, 0.528, 0.457], [2.017, 0.066, 0.953], [-1.558, -0.522, -0.564], [-0.163, -0.726, 0.018], [-1.929, -1.528, -0.894], [1.956, -0.884, 1.564], [0.453, -1.206, -0.789], [0.090, 0.971, 1.358], [1.896, 1.747, -0.703], [-0.153, -1.430, 0.852], [0.872, 0.932, -1.491], [-3.888, 0.022, 0.027], [-1.626, 0.154, -1.452]],
  "atomic_forces_ev_per_a": [[0.794, 0.480, 1.487], [-5.556, -1.316, 1.567], [-1.625, 0.912, -1.568], [0.975, 0.112, 0.952], [4.271, -0.779, -0.654], [-0.992, -0.879, -1.143], [1.313, 0.248, -0.815], [0.581, 0.818, 0.034], [0.328, 0.849, 0.019], [-0.500, 0.228, 0.534], [0.742, -0.084, -1.207], [0.628, 0.177, 1.097], [-0.347, -0.003, 0.020], [-0.626, -0.217, -0.358], [-0.458, -0.108, -0.810], [0.473, -0.437, 0.845]],
  "mulliken_charge": [-0.258, -0.531, -0.664, 0.470, -0.047, -0.457, -1.206, 0.346, 0.280, 0.417, 0.249, 0.302, 0.404, 0.244, 0.112, 0.339]
}

{
  "formula": "C14H28Br8O2",
  "method": "ωB97M-V with the def2-TZVPD basis set",
  "total_charge": 0,
  "multiplicity": 1,
  "orbital_gap_ev": 9.433,
  "smiles": "CC(C)=O.CC(C)=O.BrCCBr.BrCCBr.BrCCBr.BrCCBr",
  "max_force_ev_per_a": 4.58,
  "elements": ["Br", "Br", "Br", "Br", "Br", "Br", "Br", "Br", "O", "O", "C", "C", "C", "C", "C", "C", "C", "C", "C", "C", "C", "C", "C", "C", "H", "H", "H", "H", "H", "H", "H", "H", "H", "H", "H", "H", "H", "H", "H", "H", "H", "H", "H", "H", "H", "H", "H", "H", "H", "H", "H", "H"],
  "xyz": [[1.073, -2.306, 1.299], [4.547, -0.604, -4.193], [-1.372, -2.517, -2.107], [1.994, -5.802, -1.934], [4.405, 3.112, -1.446], [1.446, 1.242, 2.454], [-2.085, 3.855, 5.065], [-2.447, 1.580, 2.316], [0.667, 0.787, -2.410], [-3.805, -0.956, 6.513], [-2.258, -0.894, 4.746], [-0.368, -4.115, -1.632], [-2.808, 4.378, 3.261], [-0.086, -0.675, 0.769], [0.815, 0.923, -3.645], [1.070, -4.073, -2.169], [1.141, 2.303, -4.232], [4.819, 1.236, -3.568], [0.738, 0.593, 0.682], [-2.187, 3.487, 2.129], [0.372, -0.161, -4.491], [4.417, 1.280, -2.111], [-3.391, -1.469, 5.463], [-3.948, -2.791, 5.068], [0.789, -1.120, -4.188], [0.197, 1.485, 0.364], [3.471, 0.773, -1.922], [1.664, -3.404, -1.545], [2.137, 2.663, -3.974], [-4.468, -3.249, 5.910], [-1.121, 3.560, 2.341], [0.503, 3.054, -3.767], [-0.714, -0.242, -4.537], [1.594, 0.466, 0.020], [-2.478, 5.400, 3.074], [0.997, 2.446, -5.303], [5.162, 0.818, -1.463], [-3.897, 4.411, 3.237], [4.173, 1.752, -4.279], [-2.464, 3.792, 1.120], [5.863, 1.510, -3.720], [-1.493, -1.659, 4.610], [-2.500, -0.572, 3.733], [-0.942, -4.898, -2.127], [-0.879, -0.634, 1.516], [-4.596, -2.637, 4.205], [-1.822, -0.126, 5.384], [-0.312, -4.202, -0.547], [-3.021, -3.330, 4.874], [-0.587, -0.794, -0.192], [1.150, -3.785, -3.217], [0.847, 0.112, -5.434]],
  "atomic_forces_ev_per_a": [[-1.056, 1.405, -0.697], [0.249, -0.148, 0.067], [0.174, 0.065, 0.033], [-0.499, 0.362, -0.122], [-0.288, -0.002, -0.201], [-0.226, -0.500, -0.722], [-0.684, 0.378, -1.268], [-0.583, 0.231, -0.176], [1.100, 0.717, -2.118], [0.661, -0.285, -1.606], [1.206, 0.134, -0.376], [0.717, -0.615, -0.595], [0.314, -0.684, -0.685], [0.291, 0.193, 0.527], [-1.573, 1.273, 4.113], [-0.028, 0.336, 0.451], [0.052, 0.279, 0.232], [-0.193, -0.371, -0.226], [0.629, 0.146, 0.824], [0.507, 0.669, 1.778], [1.163, -0.758, -1.857], [0.307, -0.128, 0.274], [-1.830, 0.515, 3.465], [0.589, 0.199, -0.021], [-0.154, 0.084, 0.252], [-0.352, -0.502, -0.188], [-0.133, 0.476, -0.078], [-0.099, 0.111, -0.241], [0.192, -0.336, 0.059], [-0.112, 0.194, -0.223], [0.085, 0.154, -0.717], [-0.225, -0.234, 0.275], [0.088, 0.202, -0.132], [-0.072, 0.028, 0.237], [0.226, -0.094, 0.186], [0.093, -0.552, -0.043], [0.000, -0.189, -0.357], [0.096, -0.434, 0.478], [0.149, 0.437, 0.553], [-0.019, 0.026, 0.252], [-0.182, -0.094, -0.038], [0.081, -0.185, -0.011], [-0.112, 0.181, 0.237], [0.165, -0.116, 0.433], [0.423, -0.066, 0.146], [0.147, -0.528, -0.191], [-0.153, 0.318, -0.490], [-0.425, -0.030, -0.194], [-0.454, -0.753, -0.644], [0.513, -0.622, -0.066], [-0.092, -0.213, 0.133], [-0.672, -0.674, -0.723]],
  "mulliken_charge": [-0.231, -0.163, -0.187, -0.153, -0.133, -0.175, -0.130, -0.058, -0.464, -0.596, -0.614, -0.437, -0.597, 0.358, 0.781, -0.536, -1.055, -0.496, -0.582, -0.626, -0.831, -0.475, 0.744, -0.969, 0.045, 0.355, 0.145, 0.229, 0.168, 0.282, 0.294, 0.328, 0.219, 0.282, 0.381, 0.366, 0.450, 0.379, 0.227, 0.439, 0.434, 0.334, -0.152, 0.404, -0.097, 0.284, 0.326, 0.316, 0.294, 0.090, 0.362, 0.442]
}